No. 1
Below is C4H5IN2O as an isolated structure, with properties calculated with ωB97M-V with the def2-TZVPD basis set.

XYZ file:
```
13
Properties=species:S:1:pos:R:3:forces:R:3
C -1.109670 0.672875 -1.077019 1.2 0.3 1.3
C -1.774311 -0.358244 -0.304126 0.7 -0.5 1.3
C 0.122564 1.149735 -0.770424 0.8 0.5 -1.9
C 1.825064 -0.315157 0.199090 -1.5 3.2 2.6
N 1.015812 0.638698 0.054160 1.4 -1.2 1.3
N -1.220410 -0.930417 0.701945 1.5 0.6 -0.4
O 2.497365 -0.381718 1.354613 1.3 -1.7 -0.2
I -2.142100 -2.380033 1.738855 -0.5 -0.2 0.0
H -1.572853 1.263219 -1.801067 -1.4 0.5 -0.9
H -2.771379 -0.648593 -0.442821 -1.6 0.1 -1.2
H 0.616815 2.063131 -1.226798 -1.4 -0.9 0.0
H 2.092893 -1.146586 -0.347548 0.1 -1.6 -1.9
H 2.420208 0.373091 1.921139 -0.6 0.9 0.2
```
Forces are in eV/Å.

Output
net charge = 0
orbital gap = 0.3164 Eh
energy relative to the best compared isomer or geometry (same formula, charge and spin) = 2.0323 eV



No. 2
Below is one molecule with the formula C4H5IN2S, with properties calculated with ωB97M-V with the def2-TZVPD basis set.

XYZ file:
```
13
Properties=species:S:1:pos:R:3:forces:R:3
S 1.135828 3.375015 0.356297 -1.4 -2.2 0.6
C 0.670640 1.698631 0.053905 -0.7 0.6 -0.1
N 1.456224 1.080601 -0.878662 0.1 -0.9 0.4
C 1.056312 -0.214761 -1.157740 1.1 -0.7 -0.9
C -0.039056 -0.443571 -0.480045 -0.2 1.0 0.8
N -0.346667 0.706637 0.330072 -0.9 -2.6 -0.2
C -1.653551 0.369949 1.180042 1.9 -0.3 -4.1
I -3.396570 0.218814 -0.237375 1.0 0.2 0.9
H 2.388124 1.430617 -0.951684 0.3 0.3 -0.5
H 1.482928 -1.018001 -1.787215 0.3 1.4 0.2
H -0.530269 -1.383165 -0.621978 -1.0 0.1 0.8
H -1.753877 1.218033 1.702919 -1.1 2.7 2.4
H -1.647795 -0.583947 1.713641 0.6 0.4 -0.3
```
Forces are in eV/Å.

Output
structure (SMILES) = S=c1[nH]ccn1CI
net charge = 0
orbital gap = 0.2715 Eh
energy relative to the best compared isomer or geometry (same formula, charge and spin) = 1.1826 eV



No. 3
Below is an isolated ion of composition C4H5INO2 and charge -1, with properties calculated with ωB97M-V with the def2-TZVPD basis set.

XYZ file:
```
13
Properties=species:S:1:pos:R:3:forces:R:3
C -0.230398 0.285074 -0.895543 -2.2 0.4 5.9
C 1.181994 0.373457 -0.297971 -1.2 1.2 -2.1
C 1.933443 -0.671950 -0.544812 2.2 -1.7 -0.7
I 3.950255 -0.645868 0.221176 -0.6 -0.2 -0.4
N 1.591521 1.541189 0.314143 0.7 0.9 0.7
C 1.555872 3.138544 -0.122794 0.0 -1.5 -1.8
O 1.373247 3.827004 0.835615 -0.3 0.8 2.5
O 1.687842 3.382161 -1.299899 0.3 -0.5 -1.4
H -0.308032 0.108106 -1.901281 -0.1 -0.5 -2.4
H -0.836820 1.217957 -0.561610 1.2 -1.3 -1.0
H -0.770591 -0.542009 -0.217408 0.9 1.3 -1.9
H 1.758535 -1.540798 -1.245005 -0.1 1.2 1.2
H 0.997709 1.714911 1.081876 -0.7 -0.1 1.4
```
Forces are in eV/Å.

Output
structure (SMILES) = C/C(=C/I)NC(=O)[O-]
net charge = -1
orbital gap = 0.2736 Eh
energy relative to the best compared isomer or geometry (same formula, charge and spin) = 1.0548 eV



No. 4
Below is one molecule with the formula C4H5IO, with properties calculated with ωB97M-V with the def2-TZVPD basis set.

XYZ file:
```
11
Properties=species:S:1:pos:R:3:forces:R:3
I -2.936240 1.312060 -1.658632 0.1 -0.1 0.0
C -1.424155 0.249224 -0.721897 1.7 -1.2 1.0
C -0.094823 0.557951 -0.841231 -3.6 2.1 -1.1
C 0.954915 -0.113970 -0.059652 1.3 -0.5 -1.5
C 0.848089 -0.481158 1.381091 2.1 0.4 -0.9
O 0.619470 -1.406411 0.340397 -1.4 -1.3 0.8
H -1.795200 -0.607033 -0.077095 0.5 1.2 -0.9
H -0.020078 1.475851 -1.548492 1.0 -1.7 1.4
H 1.953302 -0.236848 -0.555603 -0.7 1.2 0.6
H 1.878434 -0.640486 1.767036 -1.1 0.3 0.7
H 0.016287 -0.109179 1.974077 0.2 -0.2 0.0
```
Forces are in eV/Å.

Output
structure (SMILES) = I/C=C/[C@H]1CO1
net charge = 0
orbital gap = 0.3476 Eh
energy relative to the best compared isomer or geometry (same formula, charge and spin) = 2.0086 eV



No. 5
Below is C4H5IrO5 as an isolated structure, with properties calculated with ωB97M-V with the def2-TZVPD basis set.

XYZ file:
```
15
Properties=species:S:1:pos:R:3:forces:R:3
O 0.834886 -0.486722 -1.196291 0.9 -0.5 0.3
O -0.213004 1.995926 -0.023845 -0.1 0.7 0.8
C -0.794705 1.408090 0.867909 -0.6 -0.8 1.2
C -1.361538 0.023724 0.778428 0.1 -0.1 0.3
O -1.357148 -0.555150 -0.487861 0.2 0.3 -0.3
C -0.226585 -1.314146 -0.846366 -1.0 -1.1 0.5
Ir 0.686022 1.440777 -1.779101 0.5 1.2 -2.4
H -0.907106 1.889124 1.858641 0.0 0.1 -0.4
H -2.400217 0.085231 1.142701 0.2 0.0 -0.1
H -0.813660 -0.584365 1.525882 -0.1 0.2 0.0
H -0.537951 -1.902320 -1.720571 0.2 0.2 0.3
H 0.085779 -1.966209 -0.012855 0.0 0.2 -0.3
O 2.466655 0.981067 -0.609812 -0.1 0.7 -0.8
C 2.153222 -0.134475 -0.199466 0.7 -1.9 3.2
O 2.385347 -0.880552 0.702600 -0.9 0.9 -2.3
```
Forces are in eV/Å.

Output
net charge = +1
spin multiplicity = 6
expectation value of S² = 8.756
orbital gap (alpha / beta) = 0.2841 / 0.2931 Eh
energy relative to the best compared isomer or geometry (same formula, charge and spin) = 0.6411 eV



No. 6
Below is C4H5Li2NaO2 as an isolated structure, with properties calculated with ωB97M-V with the def2-TZVPD basis set.

XYZ file:
```
14
Properties=species:S:1:pos:R:3:forces:R:3
O -0.619511 -0.749204 1.265090 -0.9 -0.9 -0.5
C -0.432798 0.518527 0.714981 0.1 1.3 1.0
C 0.904807 0.722482 0.070262 -0.2 2.9 1.9
Li -0.745481 -0.505657 3.012805 0.4 0.5 -0.9
Li 0.048957 -1.596788 -0.694238 0.0 1.3 1.4
H 1.754469 0.199994 -0.400061 -0.5 -0.3 0.3
H -1.292014 0.940489 0.149893 0.0 -1.0 -0.3
C 1.108973 2.048552 1.357363 1.9 -1.3 -1.8
C -0.335873 1.963128 1.786679 -0.7 -2.8 -0.1
O 1.990684 1.616379 2.298284 0.0 0.2 -0.1
H 1.353453 2.989516 0.822490 0.2 -0.2 0.3
H -1.149097 2.692433 1.649178 0.6 0.1 -0.9
H -0.390466 1.833864 2.880769 0.4 -0.5 0.1
Na 3.728631 0.077009 2.430956 -1.2 0.8 -0.4
```
Forces are in eV/Å.

Output
net charge = 0
orbital gap (alpha / beta) = 0.1226 / 0.1232 Eh
energy relative to the best compared isomer or geometry (same formula, charge and spin) = 3.5445 eV



No. 7
Below is C4H5Li3O2 as an isolated structure, with properties calculated with ωB97M-V with the def2-TZVPD basis set.

XYZ file:
```
14
Properties=species:S:1:pos:R:3:forces:R:3
O -0.709377 -1.718594 -0.013163 -1.0 0.3 0.7
C -0.525186 -0.668640 -0.889411 3.2 -1.1 -3.5
C 0.748384 -0.623761 -1.476012 -1.2 -2.6 1.1
Li -0.883926 -1.305794 1.734356 0.6 1.0 -0.7
Li 0.013202 -2.644043 -1.481651 0.1 0.7 0.6
H 1.190628 -0.504303 -2.471671 -0.8 1.5 0.4
H -1.415655 -0.151334 -1.297689 0.3 -0.2 0.8
C 0.628882 1.270982 0.906194 -2.8 -0.4 0.3
C -0.707499 1.631366 0.632512 1.9 0.6 1.9
O 0.921811 0.102641 1.500624 -0.1 1.3 0.2
H 1.424404 1.981633 0.618080 0.0 -0.9 -0.3
H -1.019926 2.540624 0.111783 0.6 -0.1 0.1
H -1.427456 1.391081 1.424698 -0.1 -0.8 -0.5
Li 1.761720 -1.301862 0.701354 -0.7 0.8 -1.0
```
Forces are in eV/Å.

Output
net charge = 0
orbital gap (alpha / beta) = 0.2023 / 0.2023 Eh
energy relative to the best compared isomer or geometry (same formula, charge and spin) = 3.1452 eV



No. 8
Below is C4H5LiOPt as an isolated structure, with properties calculated with ωB97M-V with the def2-TZVPD basis set.

XYZ file:
```
12
Properties=species:S:1:pos:R:3:forces:R:3
C -1.020581 1.352502 -0.032838 -1.0 -1.6 -0.3
C -2.056698 0.738537 -0.329761 0.7 0.0 0.2
H -3.005700 0.275336 -0.561935 0.1 0.1 0.1
C -0.553928 -0.402565 0.399671 -0.9 0.4 3.0
C 0.838562 -0.618277 -0.144751 -3.8 -2.4 -2.9
O 1.697278 0.450477 -0.090590 3.1 -3.8 -0.3
Pt 0.810063 1.984837 0.047408 -1.7 7.1 0.4
H -1.216233 -1.254235 0.175073 0.3 0.3 -0.1
H -0.525205 -0.265209 1.488116 -0.5 0.1 -0.2
H 0.267577 -0.794500 -1.178689 3.2 -0.1 0.6
H 1.270395 -1.519317 0.324253 -0.3 0.2 -0.5
Li 3.494473 0.052416 -0.095960 0.8 -0.2 -0.1
```
Forces are in eV/Å.

Output
net charge = +2
spin multiplicity = 3
expectation value of S² = 2.006
orbital gap (alpha / beta) = 0.3361 / 0.2851 Eh
energy relative to the best compared isomer or geometry (same formula, charge and spin) = 0.0000 eV



No. 9
Below is C4H5LiORb as an isolated structure, with properties calculated with ωB97M-V with the def2-TZVPD basis set.

XYZ file:
```
12
Properties=species:S:1:pos:R:3:forces:R:3
C 0.759173 1.514954 3.521364 -0.1 -0.1 -0.2
C 1.203858 1.785004 4.639429 -0.3 -0.3 -0.5
H 1.563654 1.954893 5.641164 -0.1 0.0 -0.4
C 2.153516 2.723514 -0.633715 0.3 -1.6 -0.8
C 1.100390 2.715232 -1.660483 -0.2 0.7 0.2
O 0.005042 2.147033 -1.543282 0.0 0.0 -0.6
Rb -1.065478 0.011421 0.723335 0.5 0.3 1.1
H 2.181825 3.734732 -0.193971 -0.2 -0.6 0.5
H 2.026838 1.784992 -0.044697 0.1 1.4 0.6
H 3.126464 2.616064 -1.138748 -0.2 0.2 0.0
H 1.275171 3.340108 -2.553916 0.0 -0.1 0.0
Li -1.470729 2.372482 -2.781457 0.3 0.0 0.2
```
Forces are in eV/Å.

Output
net charge = +1
orbital gap = 0.1300 Eh
energy relative to the best compared isomer or geometry (same formula, charge and spin) = 1.8692 eV



No. 10
Below is one molecule with the formula C4H5N, with properties calculated with ωB97M-V with the def2-TZVPD basis set.

XYZ file:
```
10
Properties=species:S:1:pos:R:3:forces:R:3
C 2.152443 0.734553 -0.118310 1.4 0.6 -1.8
C 0.983402 0.579400 0.470750 -0.9 -1.0 0.9
C 0.093481 -0.628843 0.223580 -2.4 1.5 0.6
C -1.332325 -0.320278 -0.256211 -5.2 -0.9 0.5
N -2.529737 -0.417095 -0.393674 6.2 0.9 0.4
H 2.662849 0.166454 -0.996368 -1.4 0.5 1.9
H 2.687827 1.656407 0.107786 0.1 -0.3 0.1
H 0.635593 1.258391 1.261220 0.3 -0.1 -0.5
H -0.146697 -1.296956 1.105817 1.0 0.6 -1.0
H 0.486585 -1.053618 -0.641594 1.0 -1.8 -1.0
```
Forces are in eV/Å.

Output
structure (SMILES) = C=CCC#N
net charge = 0
orbital gap = 0.4224 Eh
energy relative to the best compared isomer or geometry (same formula, charge and spin) = 1.6499 eV